(1)
{
  "formula": "C11H21N5O5",
  "method": "wB97M-V/def2-TZVPD",
  "max_force_ha_per_bohr": 0.186,
  "orbital_gap_ha": 0.3086,
  "lumo_energy_ev": -0.43,
  "energy_ev": -29428.0218,
  "de_lowest_kcal_mol": 233.3,
  "symbols": ["C", "C", "C", "C", "C", "C", "C", "C", "C", "C", "C", "H", "H", "H", "H", "H", "H", "H", "H", "H", "H", "H", "H", "H", "H", "H", "H", "H", "H", "H", "H", "H", "N", "N", "N", "N", "N", "O", "O", "O", "O", "O"],
  "positions_angstrom": [[0.1083, -0.6800, -0.1520], [0.7462, -1.4081, 1.0767], [-1.4035, -0.8495, -0.0040], [-2.2025, -0.2700, -1.1341], [-3.7453, -0.5350, -1.1472], [-5.4790, 0.5648, 0.4069], [2.9835, -0.6544, 0.4683], [4.0825, -1.4993, -0.2878], [3.3613, 0.5505, 1.4351], [4.1008, 1.5583, 0.9328], [3.5372, 2.2816, -0.3409], [0.9117, 0.0188, -2.0386], [-0.3607, -2.0099, -2.2303], [0.4120, 0.3734, -0.3792], [-1.5406, -1.8873, 0.1437], [-1.8242, -0.2462, 0.7277], [-2.2434, 0.8436, -1.3629], [-1.7716, -0.6665, -2.0665], [-4.3514, -0.3567, -1.9965], [-4.1562, -1.4968, -1.0428], [-3.4416, 0.9614, 0.1183], [-6.3123, -0.7563, -0.7582], [-4.8142, 2.0386, 2.0617], [-6.5439, 1.6540, 1.6426], [2.5333, -2.2884, 1.8810], [2.3334, -0.2941, -0.3516], [2.3383, 1.0884, 1.8159], [3.8575, 0.0995, 2.2690], [5.3419, 1.1392, 0.7385], [4.2277, 2.5089, 1.6520], [4.1297, 3.8704, -1.2373], [2.7424, -2.4835, -1.3106], [0.6231, -1.2788, -1.4836], [-4.0767, 0.2349, 0.0089], [-6.5828, 0.1059, -0.1164], [-5.5443, 1.5809, 1.3074], [2.1090, -1.5177, 1.2097], [0.0917, -2.0966, 1.8998], [5.1818, -1.4806, 0.2179], [2.4117, 2.1983, -0.8137], [4.5524, 3.3824, -0.4944], [3.6768, -2.2983, -1.2654]],
  "forces_ev_per_a": [[-0.38, 0.21, -1.18], [-0.09, -3.08, 2.24], [0.57, 1.65, -1.30], [-1.01, -0.63, -4.58], [0.95, 0.23, 1.61], [2.31, -0.70, -2.07], [-0.88, 0.85, -1.10], [-0.50, 0.97, 3.38], [-5.54, -3.97, 1.75], [7.22, 5.49, -3.04], [1.03, 1.51, 2.35], [-1.36, -5.36, 0.84], [3.49, 3.24, 2.87], [-0.45, -0.69, 1.76], [-0.77, -1.01, 0.24], [0.05, 0.24, 2.79], [1.00, -0.99, 0.96], [-0.34, 0.15, -0.08], [0.13, 1.79, -1.74], [0.65, -2.23, 1.04], [0.62, 1.74, 0.57], [-0.79, 2.42, 1.49], [-2.23, -2.37, -3.17], [1.80, 0.14, -0.45], [-1.63, 2.42, -1.74], [0.63, 0.27, 0.48], [1.87, -1.97, -0.75], [0.04, -0.22, 0.82], [-3.72, 1.56, 0.19], [-0.17, -2.25, -1.39], [0.72, 0.17, 0.46], [-1.12, 0.64, 0.13], [-1.24, 2.00, -3.01], [-4.94, -0.44, 1.57], [2.46, -2.25, -0.62], [-0.52, 2.41, 3.71], [0.82, -1.68, 0.47], [0.33, 1.93, -2.12], [-0.01, -0.38, -1.50], [3.09, 0.46, 0.24], [-3.83, -2.07, -1.89], [1.73, -0.19, -0.22]]
}



(2)
{
  "formula": "C11H21N5Si2",
  "method": "wB97M-V/def2-TZVPD",
  "max_force_ha_per_bohr": 0.041,
  "orbital_gap_ha": 0.3326,
  "lumo_energy_ev": 0.74,
  "energy_ev": -34957.5236,
  "smiles": "C[Si](C)(C)Nc1ncnc2c1ncn2[Si](C)(C)C",
  "symbols": ["C", "Si", "C", "C", "N", "C", "N", "C", "N", "C", "C", "N", "C", "N", "Si", "C", "C", "C", "H", "H", "H", "H", "H", "H", "H", "H", "H", "H", "H", "H", "H", "H", "H", "H", "H", "H", "H", "H", "H"],
  "positions_angstrom": [[-0.9565, 4.3702, 0.3846], [-0.0243, 3.5357, 1.7822], [-0.6490, 3.9621, 3.4989], [1.8297, 3.7730, 1.6141], [-0.2670, 1.7965, 1.6989], [0.0842, 1.1265, 0.5464], [0.6369, 1.6751, -0.5421], [0.8854, 0.8677, -1.5634], [0.6421, -0.4034, -1.6841], [0.0098, -0.9426, -0.6342], [-0.2740, -0.2241, 0.5275], [-0.8281, -1.0278, 1.4751], [-0.8298, -2.2243, 0.9606], [-0.3194, -2.2461, -0.3242], [-0.0904, -3.5185, -1.6001], [1.3787, -3.0483, -2.6328], [0.1665, -5.0748, -0.6143], [-1.6369, -3.5266, -2.6485], [-1.1036, 3.7060, -0.4591], [-0.4077, 5.2270, -0.0258], [-1.9324, 4.7210, 0.7188], [0.1917, 3.6278, 4.0834], [-1.5656, 3.4255, 3.6816], [-0.7472, 5.0134, 3.7895], [2.2038, 2.8460, 1.1583], [2.0392, 4.6487, 1.0033], [2.2597, 3.9076, 2.6085], [-0.8241, 1.3337, 2.4147], [1.4291, 1.3420, -2.3727], [-1.2218, -3.0963, 1.4476], [1.2080, -2.0466, -3.0011], [1.5345, -3.6750, -3.5007], [2.2992, -3.0061, -2.0570], [0.0682, -4.8160, 0.4367], [-0.5244, -5.8799, -0.7993], [1.1636, -5.4348, -0.7930], [-1.6207, -2.7946, -3.4637], [-1.6955, -4.5239, -3.0946], [-2.5121, -3.3957, -2.0201]],
  "forces_ev_per_a": [[0.09, 0.31, 0.02], [0.11, 0.52, -0.39], [0.61, 0.62, -0.67], [-0.53, -0.13, 0.26], [0.50, 1.18, -0.69], [-1.57, -0.68, 1.19], [-0.30, 0.59, 1.61], [0.64, 0.54, -0.28], [-0.51, -1.10, -0.58], [0.29, 0.72, 1.88], [0.28, -0.46, -1.31], [-0.24, -0.26, 1.02], [0.22, 0.92, -0.78], [0.35, -0.58, -1.54], [-0.25, 0.09, -0.02], [-0.02, 0.10, 0.14], [-0.31, 0.36, 0.16], [0.37, -0.33, -0.04], [-0.03, -0.27, -0.05], [-0.06, -0.03, 0.24], [-0.08, 0.05, 0.00], [0.04, -0.62, 0.77], [-0.26, -0.20, 0.44], [-0.23, -0.10, -0.45], [0.17, 0.51, 0.04], [0.27, -0.09, -0.09], [0.20, -0.03, -0.09], [0.37, -0.42, -0.71], [-0.14, -0.04, -0.21], [0.00, -0.22, 0.03], [-0.02, 0.16, -0.09], [-0.05, -0.51, -0.09], [0.15, -0.09, 0.11], [0.16, -0.11, 0.21], [-0.32, -0.27, -0.25], [0.51, -0.24, 0.04], [-0.04, -0.03, 0.29], [-0.12, 0.04, -0.11], [-0.23, 0.11, -0.03]]
}



(3)
{
  "formula": "C11H22BCl4O5PSi2",
  "method": "wB97M-V/def2-TZVPD",
  "max_force_ha_per_bohr": 0.033,
  "orbital_gap_ha": 0.3375,
  "lumo_energy_ev": 0.24,
  "energy_ev": -97814.9942,
  "symbols": ["O", "P", "Si", "C", "O", "C", "C", "C", "C", "C", "C", "O", "Si", "B", "O", "O", "H", "H", "H", "H", "H", "H", "H", "H", "H", "H", "H", "H", "H", "H", "Cl", "C", "C", "Cl", "H", "H", "H", "H", "Cl", "C", "C", "Cl", "H", "H", "H", "H"],
  "positions_angstrom": [[2.9485, 6.4020, -0.1171], [2.6001, 5.7283, -1.4051], [3.3305, 3.6117, -1.5795], [1.9027, 2.4428, -1.1182], [1.7437, 1.4203, -2.1532], [1.3958, 0.2142, -1.5535], [0.2055, 0.1049, -0.8617], [-0.1369, -1.0704, -0.2383], [0.7303, -2.1459, -0.3103], [1.8917, -2.0331, -1.0252], [2.2452, -0.8572, -1.6628], [4.7558, 3.3138, -0.7804], [4.7285, 3.4354, 0.9135], [6.1646, 2.3616, 1.7841], [6.0588, 1.8587, 3.0474], [7.3610, 2.1316, 1.0790], [3.1015, 6.4682, -2.5078], [1.1775, 5.6857, -1.5140], [3.5999, 3.3731, -3.0143], [0.9359, 2.9551, -1.0180], [2.1511, 1.9131, -0.1913], [-0.4230, 0.9928, -0.8505], [-1.0730, -1.1040, 0.3115], [0.4589, -3.0582, 0.2145], [2.5380, -2.9070, -1.0784], [3.1738, -0.8113, -2.2243], [4.9763, 4.8555, 1.2431], [3.4030, 3.0895, 1.4809], [6.8150, 1.3021, 3.2756], [7.4447, 1.1797, 0.9299], [-2.6524, -2.4138, 1.9112], [-4.2838, -1.7029, 2.0245], [-4.4513, -0.5222, 1.1005], [-3.4771, 0.8802, 1.6177], [-4.4595, -1.4279, 3.0620], [-4.9899, -2.4862, 1.7546], [-5.4919, -0.2008, 1.0969], [-4.1681, -0.7692, 0.0797], [-6.5356, -3.1812, -0.4057], [-6.0908, -4.8828, -0.7010], [-6.9560, -5.8371, 0.0812], [-6.6395, -5.7434, 1.8325], [-5.0381, -5.0024, -0.4542], [-6.2136, -5.0612, -1.7682], [-6.7443, -6.8603, -0.2260], [-8.0135, -5.6418, -0.0810]],
  "forces_ev_per_a": [[0.20, -0.19, 0.08], [-0.02, 1.12, 1.30], [0.40, -1.16, -1.12], [-0.07, -0.37, -0.42], [0.30, 0.11, 0.70], [0.15, 0.51, -0.62], [-0.21, 0.80, -0.25], [-0.42, 0.33, 0.22], [-0.87, -0.31, 0.61], [0.67, -0.84, -0.14], [0.47, -0.41, -0.15], [-1.20, 0.19, 0.76], [0.36, 0.84, 0.17], [1.13, -0.47, -0.03], [-0.47, -0.09, -0.23], [-0.83, -0.31, -0.08], [-0.41, -0.32, -0.27], [0.27, -0.15, -0.73], [-0.01, 0.12, 0.01], [0.27, 0.05, 0.28], [-0.19, 0.37, 0.09], [-0.12, -0.27, 0.19], [0.23, -0.18, -0.08], [0.20, 0.01, -0.18], [0.04, 0.23, -0.09], [-0.16, 0.23, 0.05], [-0.05, -0.02, 0.00], [-0.10, -0.07, -0.27], [0.06, 0.21, 0.12], [0.44, 0.15, -0.01], [-0.04, -0.09, 0.10], [-0.20, -0.03, 0.06], [-0.11, -0.05, -0.05], [0.06, 0.00, -0.03], [0.12, 0.06, -0.02], [0.04, 0.05, -0.06], [0.01, -0.03, 0.07], [0.07, -0.02, 0.04], [-0.03, 0.05, -0.04], [0.10, -0.12, -0.13], [-0.04, -0.09, -0.04], [-0.01, 0.04, 0.01], [-0.04, 0.05, 0.09], [-0.07, 0.01, 0.02], [0.06, 0.03, 0.00], [0.03, 0.07, 0.05]]
}